{"formula": "C26H50LuNP3S", "method": "the ωB97M-V functional and the def2-TZVPD basis", "e_lumo_ha": -0.3738, "charge": 3, "multiplicity": 1, "homo_lumo_gap_ev": 4.9, "species": ["C", "C", "C", "C", "C", "H", "C", "H", "H", "C", "C", "Lu", "H", "C", "H", "H", "C", "C", "H", "H", "C", "H", "H", "H", "H", "H", "H", "H", "P", "C", "C", "C", "C", "C", "C", "C", "C", "H", "H", "H", "C", "H", "H", "H", "H", "C", "H", "C", "H", "H", "H", "H", "H", "H", "C", "H", "S", "H", "P", "H", "C", "H", "H", "H", "C", "H", "H", "H", "H", "H", "H", "H", "N", "H", "P", "H", "H", "H", "H", "H", "H", "H"], "coordinates": [[-3.816, -0.867, 1.489], [-0.656, 2.115, -1.856], [-3.809, -1.132, 3.981], [-2.042, -2.943, -0.808], [3.747, 1.011, -0.087], [-1.046, 2.889, -1.183], [-1.395, 2.058, 1.398], [-2.340, -3.328, 0.180], [-0.215, -3.663, -2.638], [-0.280, -0.528, 3.701], [-3.987, 1.513, 2.207], [-0.019, 0.524, -0.153], [-2.816, -2.261, -1.193], [0.467, -3.272, 0.336], [-5.064, -3.015, 2.630], [3.284, -0.761, 2.426], [1.464, 1.571, 3.210], [0.176, -2.655, -2.440], [-4.040, 3.535, 2.941], [1.323, 3.877, -1.828], [4.791, 6.631, -3.446], [1.547, -3.089, 0.327], [-2.365, 0.732, -1.865], [-3.459, -1.376, 0.589], [4.663, 1.035, -0.694], [0.166, 2.468, -2.498], [5.540, 7.297, -2.999], [3.692, -2.051, 0.480], [-0.412, -2.108, -0.781], [-3.980, -3.114, 2.581], [3.411, 5.975, -5.325], [4.243, 5.603, -2.672], [-2.137, 3.058, 2.060], [2.759, -0.030, -2.601], [-1.347, 0.954, -2.203], [2.355, -1.115, 2.889], [-3.217, 0.500, 1.615], [-1.021, 0.350, -3.061], [-3.697, -3.570, 1.629], [-1.119, 0.176, 3.722], [4.388, 6.819, -4.774], [2.138, -2.139, 2.560], [2.471, -1.112, 3.980], [-0.654, -1.536, 3.479], [2.424, -0.928, -3.134], [-3.435, 2.768, 2.458], [-3.295, -0.180, 4.133], [-1.926, 0.783, 1.187], [0.095, -3.134, 1.361], [4.633, -1.595, -0.964], [-5.026, 1.316, 2.486], [4.549, 5.431, -1.641], [1.880, 1.391, 4.210], [2.078, 4.286, -4.966], [2.847, 4.944, -4.557], [3.293, 2.013, -0.115], [2.576, 3.467, -2.209], [-1.698, 4.040, 2.250], [2.606, -0.256, -0.786], [3.181, -2.611, -1.132], [3.620, -1.773, -0.578], [4.847, 7.604, -5.383], [-4.890, -0.983, 3.963], [0.601, 2.243, 3.295], [3.231, 4.770, -3.208], [-1.951, -3.797, -1.499], [3.095, 6.137, -6.360], [-3.607, -3.715, 3.414], [0.181, -0.541, 4.693], [2.163, 0.821, -2.955], [3.993, 0.763, 0.951], [-3.528, -1.826, 4.782], [-3.406, -1.743, 2.682], [-2.372, -1.788, 2.654], [0.955, -0.024, 2.450], [2.230, 2.050, 2.589], [-0.214, -1.968, -3.205], [1.271, -2.674, -2.500], [-4.912, -0.870, 1.488], [3.813, 0.162, -2.833], [0.268, -4.301, 0.014], [-0.387, 2.349, 1.039]]}

{"formula": "C26H50N2O3P2W", "method": "the ωB97M-V functional and the def2-TZVPD basis", "e_lumo_ha": [-0.5693, -0.6453], "de_lowest_ev": 0.674, "charge": 4, "multiplicity": 3, "homo_lumo_gap_ev": [5.9, 2.7], "species": ["H", "H", "C", "H", "H", "H", "C", "W", "H", "P", "H", "H", "H", "O", "C", "C", "H", "C", "C", "H", "H", "H", "H", "P", "H", "H", "C", "C", "H", "H", "H", "C", "H", "H", "C", "H", "C", "H", "H", "N", "H", "C", "C", "H", "H", "H", "H", "C", "H", "H", "H", "H", "H", "C", "H", "H", "H", "H", "C", "H", "H", "H", "H", "N", "H", "C", "C", "C", "H", "H", "H", "H", "C", "H", "O", "C", "C", "H", "C", "C", "C", "O", "C", "H"], "coordinates": [[1.127, 4.209, -3.018], [1.962, 3.870, 0.756], [-1.717, -3.823, 0.903], [1.504, 0.948, -3.360], [0.399, 1.157, -4.796], [-2.196, 2.534, -0.599], [0.159, -0.290, 4.379], [0.066, -0.219, 0.029], [-0.929, -3.746, 2.970], [0.035, 2.086, -1.160], [-1.867, 1.579, -4.444], [-0.499, 3.181, -3.247], [-2.284, -2.608, 2.605], [2.774, -0.730, -1.503], [1.167, -5.120, 0.749], [1.279, 3.313, 3.908], [-0.922, -4.621, -1.468], [1.637, 4.297, -2.052], [-0.344, 2.112, -3.031], [0.160, -0.221, -2.146], [-2.028, 4.421, 1.082], [1.506, 2.458, -4.269], [-0.695, -1.499, 2.783], [-0.344, -2.821, 0.041], [0.785, -5.593, -0.165], [1.932, -3.297, -0.132], [2.465, 3.200, 0.043], [0.907, 1.884, 3.679], [3.442, 3.651, -0.188], [1.144, -3.138, 2.843], [-1.420, -1.887, -2.629], [0.837, 1.644, -3.903], [-0.260, 4.297, 1.041], [1.181, 5.106, -1.468], [0.667, 1.492, 2.363], [-2.520, 4.959, -1.032], [-1.679, 4.419, -1.487], [0.702, -4.128, -3.418], [2.676, 2.241, 0.534], [0.183, 0.251, 2.037], [1.487, -4.461, -1.868], [0.846, -3.744, -2.397], [-1.564, -2.967, -2.579], [-1.583, 0.294, -3.269], [0.319, -0.944, -2.581], [-1.380, -4.860, 0.742], [-3.291, -2.530, 0.048], [-0.516, -3.612, -1.674], [2.147, -1.986, 1.888], [2.269, 2.247, -1.836], [-2.511, 1.742, -2.787], [-1.460, -3.439, -3.573], [2.736, -3.615, 2.216], [-0.167, -0.583, 3.063], [1.420, -2.809, -2.499], [0.963, 1.186, 5.717], [1.753, 4.649, 5.379], [-2.603, -4.304, 2.837], [-1.864, -3.604, 2.410], [-2.000, 4.127, -2.491], [2.676, 4.588, -2.255], [-3.165, -4.114, -0.741], [1.401, 3.082, 5.991], [1.492, 3.690, 5.197], [-2.604, -3.129, -2.257], [1.697, 2.994, -1.256], [0.715, 0.945, 4.695], [-1.799, -0.208, -0.554], [-3.832, -4.001, 0.870], [2.182, -5.498, 0.924], [0.558, -5.462, 1.596], [-0.043, -1.066, 5.117], [1.254, -3.589, 0.687], [-1.240, 2.931, 1.609], [-2.973, -0.148, -0.795], [-1.654, 1.386, -3.381], [1.830, -3.034, 1.989], [0.803, 2.163, 1.517], [-1.344, 3.238, -0.569], [1.775, -0.549, -0.877], [-3.054, -3.592, 0.215], [1.370, 4.153, 3.008], [-1.192, 3.738, 0.867], [-0.847, 5.126, -1.573]]}

{"formula": "C26H50NOP3Zr", "method": "the ωB97M-V functional and the def2-TZVPD basis", "e_lumo_ha": -0.4790, "charge": 4, "multiplicity": 1, "homo_lumo_gap_ev": 3.9, "species": ["H", "H", "P", "C", "C", "C", "H", "C", "C", "H", "H", "C", "C", "H", "H", "P", "C", "H", "C", "H", "H", "H", "H", "H", "P", "C", "H", "H", "H", "H", "C", "H", "C", "C", "C", "N", "H", "H", "H", "H", "H", "C", "H", "H", "C", "H", "H", "H", "H", "H", "H", "C", "C", "H", "C", "H", "H", "H", "H", "H", "H", "C", "C", "H", "H", "H", "H", "H", "C", "C", "H", "H", "H", "H", "C", "C", "Zr", "C", "O", "H", "H", "H"], "coordinates": [[-3.002, 4.890, 1.950], [4.741, 0.624, -0.795], [-1.234, 1.381, -1.274], [0.217, 1.508, 2.386], [-1.087, 5.496, 0.343], [-0.058, 0.916, 4.720], [2.909, -2.521, 2.313], [0.328, 3.941, 1.704], [-2.753, -0.559, 1.778], [0.863, 3.654, 0.788], [-2.253, 3.550, 2.867], [3.853, 0.099, -0.409], [3.630, -4.002, 0.853], [-2.784, 0.387, 1.211], [4.768, -7.296, 0.745], [-2.060, -1.920, 0.830], [2.748, -3.055, 1.372], [-2.953, 2.509, 0.097], [4.025, -7.288, 1.549], [1.957, -4.924, -1.992], [3.872, -0.954, -0.718], [-1.644, 5.233, 3.068], [3.484, -6.463, 3.454], [0.753, 4.889, 2.057], [2.342, 0.908, -1.030], [3.350, -4.677, -0.341], [0.382, 4.277, 4.395], [-3.642, 1.169, -0.845], [-2.308, 0.634, -3.309], [0.475, -3.008, -1.207], [-1.542, 0.206, -2.646], [-2.192, -0.371, 2.708], [-1.517, -3.274, 1.870], [2.272, 0.282, -2.760], [0.294, 2.860, 2.745], [-1.099, 4.309, 1.239], [3.203, -8.005, 1.469], [-2.713, -3.218, -1.088], [-0.247, 0.155, 5.478], [4.034, -5.459, -0.683], [-0.690, -3.831, 1.411], [1.688, -2.686, 0.533], [-0.919, -1.474, 0.029], [-0.299, 2.576, -3.202], [0.270, 3.228, 4.104], [-0.521, 5.274, -0.566], [-2.378, -3.950, 2.017], [-2.119, 5.765, 0.088], [3.999, 2.631, -1.481], [0.102, -0.557, 3.175], [2.409, 3.086, -2.160], [-2.913, 1.989, -0.872], [2.187, -4.386, -1.071], [5.062, -5.832, 2.676], [-2.060, 4.503, 2.363], [-3.749, -1.772, -0.874], [-1.163, -2.914, 2.844], [-0.619, 0.031, -3.217], [0.307, 3.259, -1.694], [-3.214, 2.700, -1.655], [-1.353, 3.626, -2.197], [4.176, -6.477, 2.605], [2.914, 2.633, -1.293], [1.829, -0.725, -2.783], [-1.876, -0.770, -2.267], [-3.975, -3.195, 0.200], [2.717, 3.240, -0.395], [3.292, 0.231, -3.172], [-3.233, -2.587, -0.348], [1.328, -3.381, -0.636], [-0.608, 6.319, 0.885], [-3.794, -0.835, 2.021], [3.862, 0.113, 0.690], [1.664, 0.942, -3.397], [0.069, 2.254, 5.080], [0.085, 0.526, 3.384], [0.288, 0.198, 0.517], [-0.586, 2.841, -2.173], [1.100, -1.513, 0.757], [0.014, 2.545, 6.129], [4.506, -4.277, 1.438], [-1.431, 3.484, 0.702]]}

{"formula": "C26H51BrNO5S", "method": "the ωB97M-V functional and the def2-TZVPD basis", "e_lumo_ha": -0.1114, "charge": 1, "multiplicity": 1, "homo_lumo_gap_ev": 8.8, "species": ["H", "O", "C", "H", "H", "H", "H", "H", "H", "H", "C", "C", "H", "H", "H", "H", "H", "H", "H", "C", "C", "C", "H", "H", "H", "C", "C", "H", "H", "H", "H", "H", "H", "H", "H", "H", "H", "O", "H", "H", "H", "H", "H", "C", "C", "C", "C", "C", "H", "O", "H", "O", "C", "C", "H", "N", "H", "C", "H", "H", "H", "H", "H", "C", "H", "H", "H", "C", "H", "Br", "H", "C", "C", "C", "C", "H", "C", "C", "H", "H", "C", "O", "S", "C", "H"], "coordinates": [[2.580, -2.996, 1.023], [0.951, -3.012, -4.327], [3.710, 4.353, 2.705], [-0.164, 4.051, 1.428], [4.139, 0.000, 2.053], [-1.009, -0.515, 5.467], [3.122, 4.417, 1.710], [1.883, -2.542, 3.770], [3.583, -2.246, 3.150], [2.361, -4.032, -6.421], [-0.897, -4.981, -6.690], [-1.133, -3.819, -5.724], [-2.740, -0.078, -3.575], [-1.933, -3.163, -6.071], [-1.512, -5.844, -6.425], [-3.358, 3.494, 1.113], [-2.081, 1.552, 1.651], [-2.221, 4.208, -0.131], [0.479, 1.759, 5.266], [1.321, -3.980, -6.743], [-0.004, 0.185, 0.777], [-0.713, 0.379, -2.641], [2.771, 2.181, 1.655], [-3.757, 1.545, -0.297], [-1.806, 3.096, -1.941], [2.485, -1.894, 3.048], [-1.501, 2.280, 0.958], [1.083, 0.515, 0.985], [0.763, -1.361, -0.620], [-2.464, -2.774, -3.516], [2.512, -0.386, 4.683], [1.259, -3.570, -7.753], [2.409, -1.177, 0.944], [-1.096, -1.609, -0.229], [0.837, -5.808, -5.701], [0.155, 2.053, -0.515], [-2.987, 1.929, -2.844], [-1.048, 1.334, 6.658], [-0.943, -2.515, -2.492], [-2.317, 3.804, 2.975], [-2.610, 2.276, 4.645], [2.941, 4.642, 3.523], [0.487, 2.491, 2.132], [-1.270, 3.437, 3.304], [-0.078, -1.295, 0.171], [-1.545, 0.865, -1.363], [0.595, -5.316, -6.648], [-1.699, -0.573, -3.525], [-4.164, 3.032, -1.089], [0.141, -0.648, 7.191], [-0.418, 3.260, 5.884], [0.221, -1.624, -6.315], [-0.670, 1.350, -0.108], [-2.438, 2.134, -1.867], [-1.356, -4.175, -4.717], [-3.415, 2.418, -0.725], [-2.301, 0.061, -1.022], [-0.488, 3.072, 1.946], [0.883, -5.987, -7.460], [4.474, 0.571, 3.826], [1.448, 0.104, 3.245], [0.186, -0.278, -2.393], [2.365, 2.232, 3.451], [-0.617, -0.015, 6.432], [-0.787, 4.284, 3.904], [-0.496, 0.136, 1.824], [-0.111, -2.100, 2.353], [3.707, 0.514, 2.974], [-2.638, -1.907, -1.917], [-0.070, 1.826, -3.834], [0.269, -3.367, 0.970], [-1.521, 2.161, 4.269], [2.456, -0.365, 3.528], [-2.604, 3.218, 0.279], [-0.556, 2.159, 5.571], [-1.488, 1.168, 3.707], [2.027, -2.107, 1.509], [3.216, 2.027, 2.704], [-1.287, -0.765, -4.577], [-1.175, -4.679, -7.704], [0.417, -2.300, 1.360], [4.246, 3.012, 2.920], [0.402, -2.901, -5.660], [-1.934, -2.025, -2.827], [4.534, 5.148, 2.773]]}

{"formula": "C26H51Cl3N2O6PPbSi", "method": "the ωB97M-V functional and the def2-TZVPD basis", "e_lumo_ha": 0.0927, "de_lowest_ev": 0.986, "charge": -1, "multiplicity": 1, "homo_lumo_gap_ev": 8.3, "species": ["H", "C", "H", "H", "H", "H", "H", "C", "H", "Si", "Pb", "H", "C", "H", "H", "O", "H", "H", "C", "Cl", "O", "Cl", "C", "C", "C", "H", "N", "H", "H", "C", "H", "H", "Cl", "H", "C", "N", "C", "O", "O", "H", "H", "O", "H", "H", "H", "H", "C", "H", "H", "H", "H", "H", "H", "H", "H", "C", "C", "H", "H", "C", "C", "C", "H", "H", "C", "C", "C", "C", "H", "H", "H", "H", "H", "O", "C", "C", "P", "H", "H", "C", "C", "H", "C", "H", "C", "H", "H", "H", "H", "H", "H"], "coordinates": [[-1.382, 1.338, 0.094], [-1.373, -3.783, 0.184], [1.436, 1.944, 7.432], [-0.914, 0.780, -7.573], [1.712, -0.395, 6.443], [-4.064, -0.984, 3.673], [-1.164, -1.431, -3.928], [-2.027, -0.674, 7.817], [1.941, 0.335, 4.833], [-0.470, 0.284, -2.081], [4.227, 1.024, -1.997], [2.757, -2.238, -2.570], [1.804, 2.609, -6.632], [-3.678, 1.662, 4.388], [-1.785, 3.785, -0.841], [2.463, 0.017, -2.880], [-0.791, 2.608, -2.434], [-0.425, -3.399, -0.210], [-4.227, -0.455, 4.621], [0.226, -1.314, -1.024], [-1.401, -1.486, 5.570], [3.042, 1.728, 0.443], [2.653, -3.662, -6.333], [-1.343, -0.396, -3.627], [0.028, 1.048, -7.072], [0.260, 6.113, -0.270], [-1.343, -3.763, 1.611], [-0.681, -5.721, 1.721], [4.057, -2.883, -3.614], [-1.223, -1.678, 7.034], [-1.655, 0.343, 7.622], [-2.523, 1.321, -1.333], [4.735, -1.196, -0.844], [-1.340, 0.188, -4.554], [0.533, 0.180, -6.083], [-0.235, 4.244, 0.517], [2.956, -2.747, -3.524], [-2.566, -1.816, 1.830], [0.061, 0.647, 5.678], [2.220, 3.580, -6.829], [-5.280, -0.155, 4.664], [-2.034, 0.509, 4.149], [2.320, -3.842, -7.363], [-0.143, -1.683, 7.261], [0.925, 2.414, -2.034], [-4.079, -1.153, 5.454], [1.995, 1.735, 6.526], [-2.388, -0.353, -3.300], [0.336, 2.172, -3.708], [-1.017, -4.936, 3.296], [3.159, 2.116, -5.074], [2.459, -3.731, -3.532], [-1.600, -2.688, 7.233], [-1.714, -2.794, 3.408], [1.267, 3.355, 1.592], [-1.751, 0.771, -0.784], [2.274, -2.285, -5.871], [1.916, 2.595, 5.872], [-1.931, -0.920, 8.885], [0.164, 3.277, 1.397], [2.248, 1.777, -5.586], [-1.903, -2.751, 2.312], [1.969, -1.656, -6.709], [-2.255, 3.853, 0.879], [2.381, -1.854, -4.581], [2.447, -0.320, -4.221], [0.703, 5.108, -0.191], [-3.300, 0.723, 4.821], [2.233, -4.461, -5.714], [-1.504, -4.818, -0.139], [-3.092, -0.739, 7.538], [0.919, 4.721, -1.207], [3.503, -0.074, -4.518], [-0.535, 2.447, 1.888], [1.651, 0.587, -5.262], [0.110, 2.007, -2.642], [-0.760, -0.365, 4.599], [0.058, -0.810, -5.931], [3.744, -3.794, -6.312], [-0.591, -4.793, 2.295], [0.649, 2.275, -7.349], [-2.073, -0.216, -0.454], [1.485, 0.496, 5.827], [0.479, -4.549, 2.400], [-1.624, 4.306, 0.113], [1.644, 5.144, 0.386], [0.195, 2.944, -8.081], [-3.117, 0.857, 5.905], [-1.887, 5.358, -0.025], [3.031, 1.589, 6.797], [-2.188, -3.152, -0.166]]}

The calculation returns the following DFT total energy values, one per record and in order: -3732.26561, -2103.97763, -2220.29218, -4423.98695, -3786.70460 hartree.